The following is a DFT calculation (ωB97M-V/def2-TZVPD) of C6H10N2 in the gas phase at a distorted geometry.

ORCA input file:
```
! wB97M-V def2-TZVPD RIJCOSX def2/J DEFGRID3
* xyz 0 1
C -1.9362 1.8471 -1.0710
C -0.8014 0.8624 -0.8993
C -0.7240 0.3634 0.6311
C 0.7022 -0.0839 0.7749
C 0.7380 -1.1625 -0.5369
N -0.1658 -2.0860 -0.0985
C 0.8829 -1.5333 1.0281
N 1.7712 0.8330 0.5274
H -2.8657 1.3803 -0.7120
H -2.0748 2.1573 -2.1513
H -1.8069 2.7522 -0.5504
H 0.2349 1.3489 -1.0833
H -0.9821 -0.0233 -1.5938
H -1.0597 1.1717 1.2819
H -1.4235 -0.5420 0.7316
H 1.4638 -0.6576 -1.1365
H 1.8663 -1.8686 1.4193
H 2.2418 1.2923 1.2308
*
```

## Properties
orbital gap = 6.200 eV
HOMO level = -7.71 eV

Atomic partial charges in e from the natural (NBO) method, atoms 1 to 6:
1 C -0.6070
2 C -0.4206
3 C -0.4363
4 C 0.2404
5 C 0.0683
6 N -0.2182



The following is a DFT calculation (ωB97M-V/def2-TZVPD) of C6H10N2 in the gas phase at a distorted geometry.

ORCA input file:
```
! wB97M-V def2-TZVPD RIJCOSX def2/J DEFGRID3
* xyz 0 1
C 0.0560 -1.5555 1.3582
C 0.6828 -1.2894 -1.0826
C -0.3391 0.6556 0.2324
C 0.1281 -0.6587 0.1590
N -1.2888 1.0478 1.2074
C 0.9429 1.4321 0.0260
N -0.2011 2.3684 -2.0221
C 0.1753 1.7162 -1.0234
H -1.3144 2.0550 1.3192
H -2.2152 0.6869 1.0057
H -1.1334 2.0845 -2.3219
H 1.9561 1.2930 0.3609
H -0.7540 -2.2836 1.2380
H -0.1309 -0.9954 2.2746
H 0.9840 -2.1244 1.4706
H 0.0564 -2.1499 -1.3517
H 1.6930 -1.6746 -0.9181
H 0.7021 -0.6078 -1.9322
*
```

## Properties
orbital gap (alpha / beta) = 8.098 / 8.097 eV
HOMO level (alpha / beta) = -7.78 / -7.78 eV

Atomic partial charges in e from the natural (NBO) method, atoms 1 to 6:
1 C -0.6814
2 C -0.6561
3 C 0.0189
4 C 0.2019
5 N -0.8209
6 C -0.3991



The following is a DFT calculation (ωB97M-V/def2-TZVPD) of 2 unconnected molecules or ions with the total composition C6H10N2O at a distorted geometry.

ORCA input file:
```
! wB97M-V def2-TZVPD RIJCOSX def2/J DEFGRID3
* xyz 0 1
C -0.2019 1.5494 0.3160
C 0.9686 -1.3356 -0.3940
C -1.2036 -0.4433 1.5502
C -1.7721 0.1322 -0.9205
C 1.5468 -0.0524 -0.8174
C -0.8980 0.2810 0.3000
N 0.4228 2.5333 0.2500
N 2.4618 0.5927 -0.0453
O 1.0986 -1.7979 0.6892
H 0.3796 -1.8609 -1.3116
H -2.1898 -0.9363 1.3923
H -0.4470 -1.2817 1.6851
H -1.1986 0.2487 2.4232
H -1.2265 0.3078 -1.8702
H -1.9738 -0.9964 -1.1420
H -2.6213 0.8088 -0.9269
H 1.2618 0.5659 -1.6858
H 2.9813 0.0893 0.6693
H 2.6113 1.5956 -0.1616
*
```

## Properties
orbital gap (alpha / beta) = 7.113 / 7.723 eV
HOMO level (alpha / beta) = -7.64 / -8.07 eV

Atomic partial charges in e from the natural (NBO) method, atoms 1 to 6:
1 C 0.2571
2 C 0.2950
3 C -0.6786
4 C -0.6516
5 C 0.0176
6 C -0.0585



Please write out number 1 again, unchanged.
The following is a DFT calculation (ωB97M-V/def2-TZVPD) of C6H10N2 in the gas phase at a distorted geometry.

ORCA input file:
```
! wB97M-V def2-TZVPD RIJCOSX def2/J DEFGRID3
* xyz 0 1
C -1.9362 1.8471 -1.0710
C -0.8014 0.8624 -0.8993
C -0.7240 0.3634 0.6311
C 0.7022 -0.0839 0.7749
C 0.7380 -1.1625 -0.5369
N -0.1658 -2.0860 -0.0985
C 0.8829 -1.5333 1.0281
N 1.7712 0.8330 0.5274
H -2.8657 1.3803 -0.7120
H -2.0748 2.1573 -2.1513
H -1.8069 2.7522 -0.5504
H 0.2349 1.3489 -1.0833
H -0.9821 -0.0233 -1.5938
H -1.0597 1.1717 1.2819
H -1.4235 -0.5420 0.7316
H 1.4638 -0.6576 -1.1365
H 1.8663 -1.8686 1.4193
H 2.2418 1.2923 1.2308
*
```

## Properties
orbital gap = 6.200 eV
HOMO level = -7.71 eV

Atomic partial charges in e from the natural (NBO) method, atoms 1 to 6:
1 C -0.6070
2 C -0.4206
3 C -0.4363
4 C 0.2404
5 C 0.0683
6 N -0.2182